Computed, not measured: C16H14BrF6InN5O7S4 as an isolated structure, with the ωB97M-V functional and the def2-TZVPD basis.

Geometry as XYZ:
```
54
C16H14BrF6InN5O7S4 | OMol25 | the ωB97M-V functional and the def2-TZVPD basis
In 0.7661 -1.1450 0.0615
F 4.6236 1.3776 1.4351
C 5.0489 1.3907 0.1730
F 5.4816 2.6218 -0.1114
F 6.0801 0.5485 0.0664
S 3.7229 0.8707 -0.9992
O 3.3206 -0.4087 -0.4634
O 4.3332 0.9188 -2.2907
N 2.6198 1.9453 -0.6822
S 2.0074 3.0123 -1.6585
O 0.7645 3.4616 -1.0794
O 2.0624 2.7129 -3.0527
C 3.1029 4.4828 -1.4590
F 2.5734 5.5273 -2.1065
F 4.3138 4.2485 -1.9627
F 3.2382 4.8175 -0.1721
N -0.4293 1.2327 0.4770
N -0.5350 1.3664 1.8602
C 0.3320 0.7840 2.6877
N 0.1258 0.9830 4.0107
S 1.6986 -0.0669 2.1863
H 0.0295 2.0439 0.0588
H -1.3671 1.1001 0.1065
H -1.3569 1.8179 2.2325
H -0.7790 1.3087 4.3128
H 0.5514 0.2864 4.6001
C 0.3881 -0.1802 -4.7697
C 1.4295 -0.9416 -4.2616
C 1.4993 -1.2066 -2.9009
C 0.5375 -0.7107 -2.0202
C -0.5095 0.0405 -2.5507
C -0.5852 0.3063 -3.9115
H 0.3399 0.0402 -5.8292
H 2.2009 -1.3194 -4.9217
H 2.3275 -1.7939 -2.5226
H -1.3012 0.4225 -1.9181
H -1.4036 0.9024 -4.2969
O -0.7721 -2.1809 3.2038
C -1.5667 -2.0974 2.2880
N -1.3200 -1.5783 1.0436
S -2.6750 -1.4124 0.1611
O -2.6264 -2.1388 -1.0726
O -3.0277 -0.0052 0.0768
C -3.7505 -2.2026 1.3176
C -5.0990 -2.4830 1.2193
C -5.6913 -3.1221 2.3009
C -4.9467 -3.4568 3.4310
C -3.5927 -3.1594 3.5075
C -3.0043 -2.5280 2.4264
H -5.6656 -2.2205 0.3362
H -6.7451 -3.3668 2.2652
H -5.4345 -3.9586 4.2569
H -2.9953 -3.4116 4.3736
Br 1.6602 -3.4763 0.5371
```

Properties
Relative energy (zero: lowest compared OMol25 entry of this formula, charge and spin): 0.0 kJ/mol
HOMO energy: -0.2331 hartree
DFT total energy: -6374.8634 Eh
LUMO energy: 2.0133 eV
Gap between HOMO and LUMO: 8.36 eV
Total charge: -1

=====

Computed, not measured: C16H55B2O12PdPtSSr as an isolated structure, with the ωB97M-V functional and the def2-TZVPD basis.

Geometry as XYZ:
```
89
C16H55B2O12PdPtSSr | OMol25 | the ωB97M-V functional and the def2-TZVPD basis
Pt -7.0945 14.0622 0.1078
Sr -4.2698 16.0108 2.7727
Pd -1.8519 13.9831 0.7115
B -6.6416 15.6012 1.8056
H -6.1890 16.3754 1.2056
H -6.7031 15.9826 2.8130
H -7.6526 15.4367 1.4664
H -6.0888 14.6755 1.8466
B -3.2201 12.3515 1.5540
H -2.2285 12.2764 1.9727
H -3.7252 13.3049 1.5384
H -3.1625 11.9921 0.5383
H -3.9145 11.6863 2.0434
S -3.8951 15.1474 -0.7928
O -3.7916 16.2668 -1.7429
O -5.2380 14.5504 -0.7575
O -2.9299 14.1147 -1.0834
O -3.4856 15.5179 0.5619
C -0.0323 16.7925 3.4418
C -0.9923 15.6855 3.7844
O -1.6857 15.0602 2.7203
H -0.5814 17.5538 2.8877
H 0.7007 16.4460 2.7132
H 0.5425 17.2326 4.2567
H -1.6441 15.8645 4.6395
H -0.3299 14.9653 4.2646
C -5.9663 19.1335 0.8992
C -4.4817 19.1946 0.9114
O -3.9652 17.9314 1.0939
H -6.3883 18.7796 1.8398
H -6.2903 18.4550 0.1100
H -6.4332 20.1053 0.7394
H -4.1078 19.7375 1.7795
H -4.1054 19.5392 -0.0518
H -3.7025 17.5796 0.2402
C -9.3956 16.9759 -0.0275
C -8.8008 16.5166 -1.3889
O -7.6708 15.7932 -1.1184
H -9.8521 16.1431 0.5073
H -10.1027 17.7432 -0.3428
H -8.6982 17.5255 0.6048
H -8.5300 17.4390 -1.9028
H -9.5969 16.0647 -1.9806
H -7.0826 15.9733 -1.8554
C -3.3775 14.5432 -5.0067
C -2.1936 13.6246 -4.6281
O -2.4682 12.8097 -3.5529
H -4.2934 14.0332 -5.3054
H -3.0555 15.2830 -5.7395
H -3.6475 15.0313 -4.0702
H -1.2855 14.1630 -4.3570
H -1.9128 13.0159 -5.4876
H -2.6683 13.3645 -2.7955
C -1.6831 20.2170 -3.0859
C -2.4459 18.9678 -2.9925
O -2.4059 18.3848 -1.7325
H -1.9956 20.9737 -2.3664
H -1.5474 20.7036 -4.0518
H -0.6754 20.0805 -2.6935
H -1.9367 18.2805 -3.6681
H -3.4529 19.0318 -3.4048
H -2.7560 17.4929 -1.7921
C 1.3553 16.1724 -1.5598
C 0.0174 15.3930 -1.4260
O -0.3185 15.4418 -0.0430
H 2.1229 15.8416 -0.8602
H 1.4002 17.2451 -1.3712
H 1.6757 15.8981 -2.5649
H 0.1279 14.3729 -1.7939
H -0.7744 15.8519 -2.0182
H -0.0072 16.2928 0.2738
C -6.0855 11.7803 -3.0628
C -7.2094 12.8165 -3.1560
O -7.6870 12.9518 -1.8053
H -6.4838 10.7689 -2.9814
H -5.3425 12.0076 -2.2983
H -5.5588 11.7323 -4.0159
H -7.9822 12.4796 -3.8469
H -6.8604 13.7184 -3.6589
H -8.3186 12.2377 -1.6926
C -7.3191 16.9816 -5.0435
C -6.0326 16.8998 -4.2608
O -5.9350 15.9176 -3.3149
H -7.2807 17.9528 -5.5367
H -8.2345 16.8172 -4.4752
H -7.4285 16.2743 -5.8656
H -5.9995 17.8218 -3.6804
H -5.1963 16.8869 -4.9598
H -5.1643 16.0623 -2.7611
```

Properties
2S+1: 5
HOMO energy (alpha / beta): -0.4024 / -0.4006 hartree
DFT total energy: -2270.6806 Eh
LUMO energy (alpha / beta): -3.7110 / -5.5073 eV
Gap between HOMO and LUMO (alpha / beta): 7.24 / 5.39 eV
Expectation value of S²: 6.007
Total charge: +1

=====

Computed, not measured: C34H42MnP as an isolated structure, with the ωB97M-V functional and the def2-TZVPD basis.

Geometry as XYZ:
```
78
C34H42MnP | OMol25 | the ωB97M-V functional and the def2-TZVPD basis
C 1.4395 -1.8065 0.4481
C 1.9509 -1.1326 -0.7113
C 0.9978 -1.3277 -1.7970
C -0.0938 -2.0828 -1.2931
C 0.1367 -2.3301 0.1207
Mn 0.0000 0.0000 0.0000
C -1.9254 1.7399 -1.7778
C -1.8630 1.1870 -0.3373
H -1.9939 1.9707 0.4230
C -2.1988 -0.1590 0.0768
H -2.6098 -0.8589 -0.6630
H -2.6213 -0.3036 1.0799
C -2.8268 2.9967 -1.8220
H -2.3938 3.8060 -1.2090
H -2.9495 3.3744 -2.8534
H -3.8257 2.7540 -1.4187
C -2.4730 0.6855 -2.7608
H -1.8325 -0.2111 -2.7627
H -3.4928 0.3844 -2.4678
H -2.5116 1.0784 -3.7911
C 3.3405 -0.5720 -0.8588
H 3.6017 0.1004 -0.0246
H 4.0875 -1.3895 -0.8758
H 3.4467 -0.0081 -1.7983
C 1.2118 -0.8877 -3.2183
H 1.7650 0.0640 -3.2674
H 1.7966 -1.6439 -3.7765
H 0.2559 -0.7440 -3.7461
C -1.2114 -2.6952 -2.0872
H -1.3389 -2.2049 -3.0650
H -0.9860 -3.7619 -2.2766
H -2.1761 -2.6592 -1.5536
C -0.7256 -3.1862 1.0069
H -1.7702 -3.1977 0.6553
H -0.3627 -4.2327 1.0265
H -0.7260 -2.8098 2.0425
C 2.1516 -1.9724 1.7605
H 1.4434 -2.1204 2.5909
H 2.8218 -2.8522 1.7209
H 2.7642 -1.0890 2.0000
C 0.5681 2.0069 -1.2667
C -0.4924 2.1209 -2.2028
C 1.8844 2.3926 -1.5975
C -0.1684 2.5456 -3.5047
H 0.3088 1.9779 -0.1596
C 2.1774 2.8305 -2.8920
H 2.6628 2.3473 -0.8304
C 1.1462 2.8962 -3.8458
H -0.9544 2.6183 -4.2638
H 3.1972 3.1247 -3.1601
H 1.3672 3.2372 -4.8630
C 1.4098 0.9403 3.2955
P -0.1142 0.1340 2.6204
C -0.3120 -0.5069 4.3604
C -0.5970 0.3779 5.4325
C -0.7612 -0.0896 6.7402
C -0.6539 -1.4493 7.0169
C -0.3878 -2.3432 5.9861
C -0.2242 -1.8841 4.6768
C -1.0970 1.6604 2.6411
C -0.6003 2.9274 2.2664
C -1.4244 4.0565 2.3491
C -2.7397 3.9392 2.8048
C -3.2388 2.6925 3.1824
C -2.4242 1.5635 3.1032
H 2.1480 0.1857 3.6275
H 1.2317 1.6246 4.1477
H 1.8927 1.5341 2.4949
H -0.6971 1.4415 5.2708
H -0.9739 0.6058 7.5415
H -0.7803 -1.8119 8.0293
H -0.3100 -3.4027 6.2005
H -0.0284 -2.6406 3.9564
H 0.4092 3.0587 1.9126
H -1.0413 5.0259 2.0603
H -3.3737 4.8138 2.8703
H -4.2564 2.5992 3.5400
H -2.8295 0.6056 3.4070
```

Properties
2S+1: 4
HOMO energy (alpha / beta): -0.3708 / -0.3896 hartree
DFT total energy: -2812.8517 Eh
LUMO energy (alpha / beta): -4.0349 / -2.6305 eV
Gap between HOMO and LUMO (alpha / beta): 6.05 / 7.97 eV
Expectation value of S²: 4.200
Total charge: +1

=====

Repeat the third record exactly.
Computed, not measured: C34H42MnP as an isolated structure, with the ωB97M-V functional and the def2-TZVPD basis.

Geometry as XYZ:
```
78
C34H42MnP | OMol25 | the ωB97M-V functional and the def2-TZVPD basis
C 1.4395 -1.8065 0.4481
C 1.9509 -1.1326 -0.7113
C 0.9978 -1.3277 -1.7970
C -0.0938 -2.0828 -1.2931
C 0.1367 -2.3301 0.1207
Mn 0.0000 0.0000 0.0000
C -1.9254 1.7399 -1.7778
C -1.8630 1.1870 -0.3373
H -1.9939 1.9707 0.4230
C -2.1988 -0.1590 0.0768
H -2.6098 -0.8589 -0.6630
H -2.6213 -0.3036 1.0799
C -2.8268 2.9967 -1.8220
H -2.3938 3.8060 -1.2090
H -2.9495 3.3744 -2.8534
H -3.8257 2.7540 -1.4187
C -2.4730 0.6855 -2.7608
H -1.8325 -0.2111 -2.7627
H -3.4928 0.3844 -2.4678
H -2.5116 1.0784 -3.7911
C 3.3405 -0.5720 -0.8588
H 3.6017 0.1004 -0.0246
H 4.0875 -1.3895 -0.8758
H 3.4467 -0.0081 -1.7983
C 1.2118 -0.8877 -3.2183
H 1.7650 0.0640 -3.2674
H 1.7966 -1.6439 -3.7765
H 0.2559 -0.7440 -3.7461
C -1.2114 -2.6952 -2.0872
H -1.3389 -2.2049 -3.0650
H -0.9860 -3.7619 -2.2766
H -2.1761 -2.6592 -1.5536
C -0.7256 -3.1862 1.0069
H -1.7702 -3.1977 0.6553
H -0.3627 -4.2327 1.0265
H -0.7260 -2.8098 2.0425
C 2.1516 -1.9724 1.7605
H 1.4434 -2.1204 2.5909
H 2.8218 -2.8522 1.7209
H 2.7642 -1.0890 2.0000
C 0.5681 2.0069 -1.2667
C -0.4924 2.1209 -2.2028
C 1.8844 2.3926 -1.5975
C -0.1684 2.5456 -3.5047
H 0.3088 1.9779 -0.1596
C 2.1774 2.8305 -2.8920
H 2.6628 2.3473 -0.8304
C 1.1462 2.8962 -3.8458
H -0.9544 2.6183 -4.2638
H 3.1972 3.1247 -3.1601
H 1.3672 3.2372 -4.8630
C 1.4098 0.9403 3.2955
P -0.1142 0.1340 2.6204
C -0.3120 -0.5069 4.3604
C -0.5970 0.3779 5.4325
C -0.7612 -0.0896 6.7402
C -0.6539 -1.4493 7.0169
C -0.3878 -2.3432 5.9861
C -0.2242 -1.8841 4.6768
C -1.0970 1.6604 2.6411
C -0.6003 2.9274 2.2664
C -1.4244 4.0565 2.3491
C -2.7397 3.9392 2.8048
C -3.2388 2.6925 3.1824
C -2.4242 1.5635 3.1032
H 2.1480 0.1857 3.6275
H 1.2317 1.6246 4.1477
H 1.8927 1.5341 2.4949
H -0.6971 1.4415 5.2708
H -0.9739 0.6058 7.5415
H -0.7803 -1.8119 8.0293
H -0.3100 -3.4027 6.2005
H -0.0284 -2.6406 3.9564
H 0.4092 3.0587 1.9126
H -1.0413 5.0259 2.0603
H -3.3737 4.8138 2.8703
H -4.2564 2.5992 3.5400
H -2.8295 0.6056 3.4070
```

Properties
2S+1: 4
HOMO energy (alpha / beta): -0.3708 / -0.3896 hartree
DFT total energy: -2812.8517 Eh
LUMO energy (alpha / beta): -4.0349 / -2.6305 eV
Gap between HOMO and LUMO (alpha / beta): 6.05 / 7.97 eV
Expectation value of S²: 4.200
Total charge: +1

=====

- Which of these has the lowest DFT total energy?
  C16H14BrF6InN5O7S4

=====

- Number 2 is which compound?
  C16H55B2O12PdPtSSr

=====

- DFT total energy of number 2 (C16H55B2O12PdPtSSr)?
  -2270.6806 Eh